1.
{"formula": "C4H6N2OS", "method": "ωB97M-V with the def2-TZVPD basis set", "elements": ["C", "C", "C", "C", "N", "N", "O", "S", "H", "H", "H", "H", "H", "H"], "positions_angstrom": [[-1.54041, -0.27997, 1.15479], [-1.39145, 1.14757, 1.24768], [-0.85924, -0.95705, 0.25475], [1.26049, -1.62007, -1.21915], [-0.51157, 1.81006, 0.56437], [0.07358, 1.30224, -0.44318], [1.32640, 1.81954, -0.68032], [-0.51244, -1.99742, -0.93129], [-2.14938, -0.72836, 1.92724], [-2.02532, 1.70677, 1.91223], [1.81429, -1.77159, -0.29893], [1.32383, -0.58127, -1.53069], [1.62858, -2.28601, -1.99066], [1.56264, 2.43558, 0.03316]], "e_lumo_ev": [-0.35, -0.29], "multiplicity": 1, "e_tot_ha": -738.7638, "homo_lumo_gap_ev": [6.99, 7.09], "total_charge": 0}

=====

2.
{"formula": "C4H6N2S", "method": "ωB97M-V with the def2-TZVPD basis set", "elements": ["N", "C", "C", "C", "N", "C", "S", "H", "H", "H", "H", "H", "H"], "positions_angstrom": [[3.03711, -1.43689, -0.19983], [2.28868, -0.51850, 0.02084], [1.43918, 0.56762, -0.12486], [0.08180, 0.54885, 0.04246], [-0.89687, 1.49697, -0.04300], [-0.63121, -0.66281, 0.66157], [-2.11142, -1.13481, -0.23262], [1.91451, 1.47687, -0.59594], [-0.71016, 2.33723, -0.59878], [-1.92185, 1.24132, -0.18943], [-0.13856, -1.71686, 0.80068], [-0.99757, -0.32729, 1.61710], [-1.35363, -1.87171, -1.15817]], "e_lumo_ev": 0.49, "smiles": "N#C/C=C(/N)CS", "multiplicity": 1, "e_tot_ha": -663.6608, "homo_lumo_gap_ev": 9.33, "total_charge": 0}

=====

3.
{"formula": "C4H6N2S", "method": "ωB97M-V with the def2-TZVPD basis set", "elements": ["C", "N", "C", "N", "C", "S", "C", "H", "H", "H", "H", "H", "H"], "positions_angstrom": [[-1.99593, -0.52522, -0.08695], [-0.66964, -0.02158, -0.07619], [-0.21651, 1.22661, -0.05547], [1.08921, 1.39310, -0.22559], [1.61295, 0.09099, -0.19371], [3.34845, -0.21297, -0.13869], [0.50078, -0.80671, -0.16777], [-2.31526, -1.18984, 0.72181], [-2.21186, -0.97880, -1.11832], [-2.53896, 0.49513, 0.06054], [-0.95552, 2.09023, 0.10851], [3.72274, 0.37932, 1.03237], [0.62956, -1.94026, 0.13946]], "e_lumo_ev": 0.77, "smiles": "Cn1cnc(S)c1", "multiplicity": 1, "e_tot_ha": -663.6730, "homo_lumo_gap_ev": 9.32, "total_charge": 0}

=====

4.
{"formula": "C4H6N2S", "method": "ωB97M-V with the def2-TZVPD basis set", "elements": ["S", "N", "C", "N", "C", "C", "C", "H", "H", "H", "H", "H", "H"], "positions_angstrom": [[-2.03910, -0.06378, -0.05403], [-0.46592, 0.30459, 0.44297], [0.33407, 1.30702, -0.18028], [1.58707, 1.27701, -0.16295], [1.82728, -0.21534, 0.18915], [1.03665, -1.28853, -0.63125], [0.41315, -0.81947, 0.71277], [-1.66707, -0.78944, -1.16307], [-0.22120, 2.18222, -0.45838], [2.65095, -0.67322, 0.66990], [1.55532, -2.36894, -0.82864], [0.59001, -0.99347, -1.59316], [0.20261, -1.30999, 1.73537]], "e_lumo_ev": 0.72, "smiles": "SN1C=N[C@@H]2C[C@@H]21", "multiplicity": 1, "e_tot_ha": -663.6101, "homo_lumo_gap_ev": 9.92, "total_charge": 0}

=====

5.
{"formula": "C4H6N2S2", "method": "ωB97M-V with the def2-TZVPD basis set", "elements": ["C", "N", "N", "C", "C", "S", "C", "S", "H", "H", "H", "H", "H", "H"], "positions_angstrom": [[-1.60698, -1.27861, 0.15243], [-0.32420, -1.13408, 0.01424], [0.01081, 0.25384, 0.03383], [-0.91452, 1.15574, -0.61165], [1.31447, 0.56832, 0.22038], [2.05906, 2.04412, 0.06370], [2.11442, -0.64242, 0.64936], [2.94344, -1.47910, -0.45049], [-1.95089, -2.17243, 0.46435], [-2.41997, -0.44861, 0.31283], [-1.02450, 0.70605, -1.67323], [-1.84006, 1.25829, -0.05481], [-0.35297, 2.11188, -0.78608], [1.99188, -0.94300, 1.66513]], "e_lumo_ev": -0.55, "smiles": "C=NN(C)C(=S)C=S", "multiplicity": 1, "e_tot_ha": -1061.7840, "homo_lumo_gap_ev": 7.93, "total_charge": 0}

=====

6.
{"formula": "C4H6N2S2", "method": "ωB97M-V with the def2-TZVPD basis set", "elements": ["C", "N", "N", "C", "S", "C", "C", "S", "H", "H", "H", "H", "H", "H"], "positions_angstrom": [[-1.03223, 2.14790, -0.11337], [-0.05279, 1.33265, -0.08570], [-0.30984, -0.00015, 0.18028], [-1.35973, -0.69430, -0.26268], [-1.56313, -2.31445, -0.09998], [0.80489, -0.70301, 0.71505], [1.87803, -0.83166, -0.38873], [3.43968, -0.75742, -0.13601], [-0.83112, 3.26555, -0.28588], [-2.05870, 1.75516, -0.01242], [-2.11375, 0.01589, -0.72294], [0.40538, -1.75485, 0.95039], [1.30580, -0.29130, 1.66643], [1.48749, -1.17002, -1.40445]], "e_lumo_ev": -0.35, "smiles": "C=NN(C=S)CC=S", "multiplicity": 1, "e_tot_ha": -1061.7973, "homo_lumo_gap_ev": 8.34, "total_charge": 0}

=====

7.
{"formula": "C4H6N2S2", "method": "ωB97M-V with the def2-TZVPD basis set", "elements": ["N", "C", "C", "C", "S", "C", "N", "S", "H", "H", "H", "H", "H", "H"], "positions_angstrom": [[-1.81874, 1.47885, -0.00448], [-0.50332, 1.35424, -0.00532], [0.28711, 0.18801, -0.00675], [1.68681, 0.49629, 0.00468], [3.03626, -0.43978, -0.00376], [-0.30138, -1.15744, -0.00333], [0.54408, -2.18251, -0.00433], [-1.96692, -1.49912, -0.00118], [-2.25427, 2.39293, -0.02163], [-2.35596, 0.62256, 0.02754], [0.06098, 2.29422, 0.01813], [1.86791, 1.58210, -0.00581], [1.55035, -2.03529, 0.02764], [0.16710, -3.09507, -0.02141]], "e_lumo_ev": -0.17, "smiles": "N/C=C(/C=S)C(N)=S", "multiplicity": 1, "e_tot_ha": -1061.9065, "homo_lumo_gap_ev": 8.27, "total_charge": 0}

=====

8.
{"formula": "C4H6N2S3", "method": "ωB97M-V with the def2-TZVPD basis set", "elements": ["S", "C", "N", "N", "C", "S", "S", "H", "H", "C", "C", "H", "H", "H", "H"], "positions_angstrom": [[2.07286, 1.23325, 0.21813], [1.49493, -0.34842, 0.45099], [1.65463, -1.39386, -0.37411], [1.00891, -2.60751, -0.39943], [0.45997, -3.30153, 0.47225], [0.35686, -2.67292, 2.15839], [0.43066, -0.57855, 1.82494], [2.06204, -1.12812, -1.18824], [0.18822, -4.25354, 0.30685], [-1.52842, 2.76577, -1.26765], [-1.72992, 2.35321, 0.04914], [-1.95882, 2.08962, -1.96571], [-0.86258, 3.59295, -1.37746], [-1.33424, 2.74790, 0.92947], [-2.31510, 1.50176, 0.16245]], "e_lumo_ev": -0.65, "smiles": "S=C1NN=CSS1.C=C", "multiplicity": 1, "e_tot_ha": -1459.9755, "homo_lumo_gap_ev": 8.25, "total_charge": 0}

=====

9.
{"formula": "C4H6N3", "method": "ωB97M-V with the def2-TZVPD basis set", "elements": ["H", "N", "C", "C", "N", "C", "N", "C", "H", "H", "H", "H", "H"], "positions_angstrom": [[-1.07983, -1.34872, 0.31509], [-1.17972, -2.03024, -0.40492], [-0.78519, -2.05837, -1.58089], [-0.36662, -0.91397, -2.34934], [0.25666, 0.10733, -1.76339], [0.49837, 0.34036, -0.58179], [0.39867, 0.79403, 0.50403], [0.76364, 1.44760, 1.70133], [-1.21759, -2.94605, -2.10056], [-0.76716, -0.73454, -3.42760], [1.03202, 0.54868, 2.47275], [1.61890, 2.02551, 1.37546], [-0.05653, 2.02349, 2.13261]], "e_lumo_ev": -6.65, "smiles": "[H]/N=C\\C=N/C#[N+]C", "multiplicity": 1, "e_tot_ha": -319.8927, "homo_lumo_gap_ev": 7.90, "total_charge": 1}

=====

10.
{"formula": "C4H6N3", "method": "ωB97M-V with the def2-TZVPD basis set", "elements": ["C", "C", "C", "C", "N", "N", "N", "H", "H", "H", "H", "H", "H"], "positions_angstrom": [[-1.91257, 1.26235, 0.70286], [2.17339, 0.27612, 0.46900], [-0.50278, -0.57071, 0.02011], [-0.20317, -1.41784, -1.05883], [-1.25798, 0.44194, 0.03922], [3.30161, 0.46704, 0.36965], [-2.63758, 2.17634, 0.95701], [0.23844, -0.77999, 0.86498], [-0.55386, -1.06075, -2.16287], [-0.75612, -2.37010, -0.75643], [0.82905, -1.54485, -1.24812], [4.27232, 0.32851, 0.12683], [-2.99075, 2.79196, 1.67659]], "e_lumo_ev": -5.26, "multiplicity": 1, "e_tot_ha": -319.9029, "homo_lumo_gap_ev": 9.88, "total_charge": 1}

=====

11.
{"formula": "C4H6N3", "method": "ωB97M-V with the def2-TZVPD basis set", "elements": ["C", "C", "C", "C", "N", "N", "N", "H", "H", "H", "H", "H", "H"], "positions_angstrom": [[2.26514, -0.33745, -0.00886], [0.81971, -0.40320, -0.01623], [-0.05226, 0.65997, -0.04420], [-1.30372, 0.03102, -0.01049], [-2.47830, 0.56469, 0.03030], [-1.09393, -1.41580, -0.08646], [0.11092, -1.64672, -0.12979], [2.50537, -0.47885, 1.14238], [2.52054, 0.74462, -0.26011], [2.91289, -1.00740, -0.60837], [0.01373, 1.76124, -0.13140], [-2.85293, 1.48206, -0.03961], [-3.36717, 0.04581, 0.16284]], "e_lumo_ev": -7.19, "smiles": "CC1=CC(=[NH2+])N=N1", "multiplicity": 1, "e_tot_ha": -319.9262, "homo_lumo_gap_ev": 7.89, "total_charge": 1}

=====

12.
{"formula": "C4H6N3O", "method": "ωB97M-V with the def2-TZVPD basis set", "elements": ["C", "N", "N", "C", "N", "C", "C", "O", "H", "H", "H", "H", "H", "H"], "positions_angstrom": [[-3.30375, 0.03613, 0.10961], [-2.27320, 0.49207, -0.04589], [-1.35523, 1.28186, -0.30610], [-0.10718, 1.08527, -0.15124], [0.76740, 0.07636, 0.00458], [2.15622, 0.10729, -0.19553], [0.23888, -1.41635, 0.20881], [-0.86522, -1.72182, 0.24018], [-4.13787, -0.53531, 0.56696], [0.36525, 2.14287, -0.15299], [2.35624, -0.35654, -1.07572], [2.58057, -0.26463, 0.66103], [2.43821, 1.15494, -0.31711], [1.13967, -2.08212, 0.45342]], "e_lumo_ev": -4.66, "smiles": "C#[N+]/N=C\\N(C)C=O", "multiplicity": 1, "e_tot_ha": -395.1262, "homo_lumo_gap_ev": 9.82, "total_charge": 1}

=====

13.
{"formula": "C4H6N3O", "method": "ωB97M-V with the def2-TZVPD basis set", "elements": ["C", "C", "C", "C", "N", "N", "N", "O", "H", "H", "H", "H", "H", "H"], "positions_angstrom": [[1.40992, -0.28353, -0.03505], [0.29187, -1.02235, -0.13551], [1.76605, 1.17963, -0.01695], [-1.16926, -0.62893, -0.02435], [0.94595, 2.09441, 0.07398], [-1.45057, 0.63935, 0.09660], [-2.27575, -1.59585, 0.05410], [-0.84573, 1.78885, 0.02490], [2.27025, -0.84463, -0.09489], [0.45144, -2.04109, -0.22587], [2.76061, 1.56715, 0.01688], [0.99511, 3.03457, -0.11761], [-2.01518, -2.54644, -0.11266], [-3.13470, -1.34113, 0.49642]], "e_lumo_ev": [-5.97, -5.97], "multiplicity": 1, "e_tot_ha": -395.0496, "homo_lumo_gap_ev": [7.56, 7.56], "total_charge": 1}

=====

14.
{"formula": "C4H6N3O2", "method": "ωB97M-V with the def2-TZVPD basis set", "elements": ["C", "O", "C", "N", "N", "O", "C", "C", "N", "H", "H", "H", "H", "H", "H"], "positions_angstrom": [[-1.70077, -1.57677, -1.46365], [-0.69043, -0.54177, -1.51642], [-0.18031, 0.03121, -0.52340], [-0.50908, -0.33099, 0.75019], [0.18807, 0.12328, 1.78133], [-0.16589, -0.08771, 2.93068], [1.28785, 0.97449, 1.58322], [1.56656, 1.37803, 0.34986], [0.78915, 0.99747, -0.75037], [-1.54227, -1.86743, -0.43705], [-1.53526, -2.43033, -2.16254], [-2.66246, -1.13993, -1.60696], [1.74610, 1.14701, 2.52675], [2.50212, 1.94589, 0.14742], [0.90660, 1.37755, -1.60906]], "e_lumo_ev": [-5.65, -5.65], "smiles": "COc1n[n+](=O)cc[nH]1", "multiplicity": 1, "e_tot_ha": -470.3968, "homo_lumo_gap_ev": [9.48, 9.48], "total_charge": 1}

=====

15.
{"formula": "C4H6N3O2", "method": "ωB97M-V with the def2-TZVPD basis set", "elements": ["C", "C", "C", "N", "C", "N", "N", "O", "O", "H", "H", "H", "H", "H", "H"], "positions_angstrom": [[2.82040, 0.28653, -0.74924], [1.84075, -0.23665, -0.07546], [1.03957, -0.91151, 0.69063], [-0.41661, -1.00514, 0.37266], [-1.04982, 0.09808, 0.11941], [-0.86819, 1.39425, 0.23960], [-2.48422, -0.26171, -0.36159], [-3.25592, 0.61155, -0.05341], [-2.76952, -1.34039, -0.78989], [3.29660, 1.20122, -0.48200], [3.28676, -0.31378, -1.40983], [1.39004, -1.54798, 1.52307], [-0.92084, -1.87390, 0.23043], [-0.27407, 1.88728, 0.80730], [-1.63492, 2.01214, -0.06167]], "e_lumo_ev": -5.45, "smiles": "C=C=C/[NH+]=C(\\N)[N+](=O)[O-]", "multiplicity": 1, "e_tot_ha": -470.3250, "homo_lumo_gap_ev": 9.35, "total_charge": 1}

=====

16.
{"formula": "C4H6N3O2STc", "method": "ωB97M-V with the def2-TZVPD basis set", "elements": ["Tc", "N", "C", "O", "C", "C", "H", "H", "H", "H", "H", "H", "O", "N", "S", "C", "N"], "positions_angstrom": [[-0.97287, 0.76985, 0.44052], [-0.11828, -2.88297, -1.10841], [0.05228, -1.77550, -0.48177], [-0.95704, -1.05503, -0.06338], [1.36995, -1.14957, -0.14740], [1.17531, 0.35185, -0.08648], [-1.04499, -3.28137, -1.25673], [0.66052, -3.44490, -1.44268], [2.14882, -1.40175, -0.87770], [1.72274, -1.55738, 0.80620], [1.09965, 0.82813, -1.07280], [1.87806, 0.86466, 0.56481], [-0.39919, 1.24317, 3.23008], [-0.61948, 1.08084, 2.15842], [-2.53780, 5.11681, -0.58815], [-1.95220, 3.67246, -0.19020], [-1.50548, 2.62069, 0.11568]], "e_lumo_ev": [-13.84, -16.30], "multiplicity": 4, "e_tot_ha": -948.3931, "homo_lumo_gap_ev": [8.63, 5.99], "total_charge": 3}

=====

17.
{"formula": "C4H6N4", "method": "ωB97M-V with the def2-TZVPD basis set", "elements": ["H", "N", "C", "N", "C", "C", "C", "N", "N", "H", "H", "H", "H", "H"], "positions_angstrom": [[2.17597, 1.33941, -0.44309], [1.21851, 1.70371, -0.24232], [0.28274, 0.83103, -0.14039], [-0.95060, 1.31972, 0.21858], [-1.90137, 0.42424, 0.15892], [-1.64974, -0.96105, -0.23712], [-0.34392, -1.41339, -0.10787], [0.59976, -0.57310, 0.10205], [2.01832, -1.06294, 0.23832], [-2.87992, 0.73225, 0.49955], [-2.50610, -1.62210, -0.26280], [-0.12483, -2.40616, -0.40847], [2.42958, -0.47571, 0.97936], [2.37728, -0.56439, -0.62216]], "e_lumo_ev": 0.53, "smiles": "[H]/N=c1/ncccn1N", "multiplicity": 1, "e_tot_ha": -374.9585, "homo_lumo_gap_ev": 8.92, "total_charge": 0}